A single C6H7N3O molecule in a non-equilibrium geometry, computed with ωB97M-V with the def2-TZVPD basis set.

Each line ends with the Löwdin charge.
CARTESIAN COORDINATES (ANGSTROEM)
C  1.161  0.781  -2.117  -0.044
C  -1.020  0.687  -2.173  -0.149
C  0.727  0.293  -0.938  -0.236
C  -1.269  -0.168  0.145  -0.319
C  1.181  -0.204  0.383  -0.145
C  -0.252  -0.833  2.354  -0.097
N  -0.015  1.056  -2.873  0.081
N  -0.616  0.275  -0.957  0.025
N  0.016  -0.780  0.941  -0.110
O  -2.411  -0.168  0.456  0.163
H  2.166  1.168  -2.250  0.110
H  -2.082  0.559  -2.334  0.142
H  1.953  -1.068  0.191  0.170
H  1.471  0.755  0.912  0.148
H  -1.233  -1.116  2.449  0.036
H  0.423  -1.485  3.029  0.113
H  -0.198  0.250  2.783  0.114

Computed properties:
HOMO level = -9.144 eV
ΔE to the lowest compared entry with this formula, charge and spin = 29.2 kcal/mol
E_LUMO = 0.024 Ha
orbital gap = 9.79 eV
E_tot = -472.29534 hartree
SMILES string = CN1Cc2cncn2C1=O

A single C5H4Cl2FNO molecule in a non-equilibrium geometry, computed with ωB97M-V with the def2-TZVPD basis set.

Each line ends with the Löwdin charge.
CARTESIAN COORDINATES (ANGSTROEM)
C  0.812  0.256  -1.362  -0.126
C  0.349  0.501  -0.144  -0.079
C  0.500  1.171  -2.511  -0.841
C  -0.855  -0.765  1.623  -0.768
C  0.514  -0.343  1.127  -0.163
N  -1.337  -0.365  2.688  0.064
O  -0.001  2.236  -2.502  0.074
F  -2.508  -0.970  3.192  -0.083
Cl  1.238  0.507  -3.948  0.689
Cl  -1.674  -1.791  0.528  0.754
H  1.368  -0.686  -1.570  0.111
H  -0.376  1.363  -0.164  0.146
H  0.984  0.141  2.022  0.140
H  0.984  -1.255  1.022  0.082

Computed properties:
HOMO level = -11.158 eV
E_LUMO = -0.017 Ha
orbital gap = 10.69 eV
E_tot = -1343.07032 hartree
SMILES string = O=C(Cl)/C=C/C/C(Cl)=N/F

An isolated ion of composition C3H4NOS and charge +1 in a non-equilibrium geometry, computed with ωB97M-V with the def2-TZVPD basis set.

Each line ends with the Löwdin charge.
CARTESIAN COORDINATES (ANGSTROEM)
C  0.535  0.018  -2.393  -0.193
C  -0.686  -0.307  -0.198  -0.016
C  0.696  0.137  0.087  0.044
N  0.175  -0.069  -1.257  -0.116
O  1.704  2.079  -3.087  -0.434
S  1.870  0.627  -3.149  1.087
H  -0.877  -1.456  0.110  0.208
H  -1.600  0.245  -0.282  0.141
H  1.016  1.086  0.262  0.110
H  1.385  -0.731  0.254  0.170

Computed properties:
HOMO level (spin up / spin down) = -14.794 / -14.788 eV
ΔE to the lowest compared entry with this formula, charge and spin = 78.5 kcal/mol
total charge = +1
E_LUMO (spin up / spin down) = -0.248 / -0.247 Ha
orbital gap (spin up / spin down) = 8.05 / 8.06 eV
E_tot = -644.42625 hartree

C48H42Cl2N6O2P2S3Ta as an isolated structure, computed with ωB97M-V with the def2-TZVPD basis set.

Each line ends with the Löwdin charge.
CARTESIAN COORDINATES (ANGSTROEM)
Ta  0.838  0.492  -0.372  1.434
Cl  4.419  5.518  2.423  0.692
C  3.118  4.634  1.707  -0.665
C  3.427  3.662  0.769  -0.032
C  2.400  2.936  0.185  -0.259
N  2.529  1.770  -0.610  -0.158
C  3.732  1.394  -1.109  -0.512
O  4.713  2.091  -1.274  0.090
C  3.780  -0.074  -1.416  -0.250
C  4.946  -0.635  -1.893  0.033
C  4.983  -1.999  -2.112  -0.017
C  3.845  -2.742  -1.848  -0.026
C  2.712  -2.104  -1.382  -0.167
N  2.671  -0.783  -1.156  -0.130
C  1.083  3.221  0.510  -0.245
C  0.774  4.173  1.462  -0.032
C  1.797  4.876  2.073  -0.669
Cl  1.392  6.045  3.282  0.683
N  0.121  2.436  -0.199  -0.068
C  -0.839  3.170  -0.846  -0.463
O  -0.991  4.370  -0.754  0.100
C  -1.731  2.353  -1.709  -0.227
C  -2.700  2.986  -2.462  0.008
C  -3.535  2.205  -3.241  -0.033
C  -3.342  0.836  -3.230  -0.043
C  -2.332  0.297  -2.449  -0.191
N  -1.531  1.036  -1.676  0.044
H  4.458  3.474  0.514  0.108
H  5.789  0.018  -2.070  0.132
H  5.883  -2.476  -2.477  0.121
H  3.823  -3.813  -1.997  0.116
H  1.812  -2.659  -1.175  0.022
H  -0.252  4.381  1.724  0.121
H  -2.779  4.062  -2.400  0.129
H  -4.321  2.654  -3.836  0.118
H  -3.974  0.172  -3.807  0.116
H  -2.173  -0.771  -2.413  0.041
S  -0.430  -1.773  -0.990  0.411
P  -1.399  -1.268  0.739  0.520
C  -0.358  -0.083  1.384  -0.696
P  0.783  -0.466  2.586  0.502
S  2.430  0.230  1.643  0.545
C  1.109  -2.169  3.094  -0.332
C  1.230  -2.506  4.439  -0.063
C  1.628  -3.788  4.805  -0.062
C  1.907  -4.734  3.834  -0.064
C  1.786  -4.402  2.488  -0.064
C  1.394  -3.128  2.122  -0.106
C  0.513  0.473  4.096  -0.357
C  -0.778  0.852  4.451  -0.082
C  -0.997  1.574  5.617  -0.066
C  0.076  1.928  6.422  -0.064
C  1.370  1.571  6.061  -0.061
C  1.589  0.846  4.900  -0.097
C  -3.036  -0.586  0.415  -0.357
C  -4.008  -1.387  -0.183  -0.089
C  -5.268  -0.877  -0.442  -0.069
C  -5.563  0.440  -0.101  -0.067
C  -4.602  1.236  0.505  -0.060
C  -3.337  0.722  0.770  -0.087
C  -1.779  -2.725  1.722  -0.356
C  -2.253  -2.556  3.023  -0.071
C  -2.575  -3.664  3.789  -0.056
C  -2.446  -4.940  3.252  -0.060
C  -1.996  -5.109  1.952  -0.064
C  -1.657  -4.001  1.188  -0.109
H  1.006  -1.781  5.210  0.104
H  1.719  -4.041  5.853  0.110
H  2.222  -5.729  4.120  0.110
H  1.999  -5.141  1.725  0.110
H  1.308  -2.874  1.073  0.064
H  -1.609  0.619  3.795  0.086
H  -2.001  1.873  5.888  0.109
H  -0.093  2.497  7.327  0.110
H  2.208  1.869  6.677  0.112
H  2.601  0.586  4.612  0.103
H  -3.779  -2.415  -0.449  0.114
H  -6.023  -1.503  -0.900  0.110
H  -6.548  0.841  -0.302  0.110
H  -4.834  2.259  0.772  0.113
H  -2.570  1.336  1.232  0.098
H  -2.370  -1.563  3.443  0.103
H  -2.930  -3.535  4.803  0.112
H  -2.700  -5.805  3.851  0.111
H  -1.900  -6.104  1.535  0.110
H  -1.279  -4.132  0.180  0.078
C  1.560  3.637  -5.021  -0.070
C  0.293  3.276  -4.271  -0.247
N  -0.316  2.022  -4.741  0.030
C  0.024  0.797  -4.350  -0.708
S  1.242  0.581  -3.152  0.759
N  -0.572  -0.233  -4.957  0.017
C  -0.252  -1.648  -4.772  -0.263
C  0.601  -2.189  -5.905  -0.070
H  1.931  4.600  -4.672  0.086
H  1.376  3.714  -6.094  0.079
H  2.335  2.890  -4.849  0.064
H  -0.470  4.045  -4.388  0.124
H  0.487  3.166  -3.206  0.080
H  -0.919  2.100  -5.548  0.153
H  -1.150  -0.016  -5.757  0.153
H  -1.194  -2.192  -4.685  0.121
H  0.264  -1.731  -3.820  0.041
H  0.110  -2.062  -6.872  0.077
H  0.781  -3.255  -5.764  0.081
H  1.564  -1.679  -5.938  0.079

Computed properties:
HOMO level = -9.827 eV
ΔE to the lowest compared entry with this formula, charge and spin = 41.0 kcal/mol
total charge = +1
E_LUMO = -0.109 Ha
orbital gap = 6.87 eV
E_tot = -5188.08094 hartree

A single C6H10N2 molecule in a non-equilibrium geometry, computed with ωB97M-V with the def2-TZVPD basis set.

Each line ends with the Löwdin charge.
CARTESIAN COORDINATES (ANGSTROEM)
C  1.578  -1.143  -0.024  -0.091
C  0.884  1.109  0.056  -0.264
C  -0.766  1.142  -0.042  -0.137
C  -1.821  0.163  -0.578  -0.201
C  -0.019  -0.898  0.253  -0.224
C  0.019  0.334  1.031  -0.201
H  2.145  -1.290  0.963  0.119
H  1.894  -1.941  -0.593  0.066
H  2.817  0.597  -0.470  0.188
H  1.148  2.074  0.255  0.106
H  -1.372  2.001  0.379  0.132
H  -2.703  0.503  -0.190  0.067
H  -1.796  0.113  -1.710  0.133
H  -1.867  -1.779  -0.337  0.065
H  0.005  -0.683  -0.892  0.133
H  -0.302  0.498  2.084  0.156
N  1.756  0.272  -0.499  -0.063
N  -1.599  -1.072  0.313  0.017

Computed properties:
HOMO level = -8.092 eV
ΔE to the lowest compared entry with this formula, charge and spin = 170.1 kcal/mol
E_LUMO = 0.037 Ha
orbital gap = 9.10 eV
E_tot = -343.86571 hartree
SMILES string = C1N[C@@H]2CN[C@H]3[C@@H]1[C@H]32

C4H12AlBNO3 as an isolated structure, computed with ωB97M-V with the def2-TZVPD basis set.

Each line ends with the Löwdin charge.
CARTESIAN COORDINATES (ANGSTROEM)
C  2.684  -0.705  0.520  0.005
C  1.937  -0.372  -0.758  -0.549
O  1.701  -1.209  -1.581  0.102
O  1.670  0.928  -1.001  -0.031
C  1.009  1.714  0.039  -0.287
C  -0.473  1.911  -0.261  -0.289
Al  -1.657  0.604  0.795  0.310
B  -2.232  -1.107  -0.418  -0.711
N  -2.323  -2.458  0.142  0.072
O  -2.400  -1.116  -1.804  0.014
H  3.687  -1.010  0.216  0.083
H  2.767  0.132  1.205  0.066
H  2.203  -1.550  1.008  0.088
H  1.567  2.655  0.089  0.106
H  1.141  1.202  0.993  0.049
H  -0.731  2.956  -0.058  0.032
H  -0.617  1.744  -1.335  0.044
H  -0.689  0.030  2.007  -0.091
H  -2.921  1.416  1.455  -0.133
H  -1.660  -3.107  -0.274  0.052
H  -2.134  -2.439  1.137  0.021
H  -2.528  -0.219  -2.114  0.049

Computed properties:
HOMO level = -4.011 eV
ΔE to the lowest compared entry with this formula, charge and spin = 38.1 kcal/mol
total charge = -1
E_LUMO = 0.127 Ha
orbital gap = 7.48 eV
E_tot = -707.46587 hartree